[1]
{"formula": "C46H118N11O13P", "method": "ωB97M-V with the def2-TZVPD basis set", "elements": ["H", "C", "O", "H", "C", "H", "H", "C", "H", "H", "H", "C", "H", "C", "C", "H", "H", "H", "H", "C", "O", "H", "N", "H", "H", "O", "H", "H", "H", "C", "H", "H", "H", "C", "C", "C", "H", "C", "C", "H", "H", "H", "H", "H", "H", "H", "H", "C", "C", "H", "H", "H", "C", "C", "C", "H", "N", "H", "H", "H", "H", "H", "H", "N", "H", "H", "H", "H", "H", "O", "H", "N", "C", "C", "H", "H", "C", "C", "H", "C", "H", "H", "H", "H", "H", "H", "O", "H", "H", "O", "H", "H", "H", "N", "H", "H", "H", "H", "O", "H", "H", "C", "N", "H", "C", "C", "O", "H", "H", "C", "H", "H", "H", "H", "H", "H", "H", "H", "H", "H", "H", "C", "O", "H", "C", "H", "C", "N", "H", "H", "O", "C", "O", "C", "H", "C", "H", "H", "H", "C", "H", "H", "H", "H", "H", "H", "H", "H", "H", "N", "H", "N", "H", "H", "H", "H", "H", "C", "C", "C", "C", "H", "C", "P", "C", "H", "N", "C", "O", "H", "H", "H", "H", "H", "C", "H", "H", "H", "H", "H", "C", "H", "H", "H", "N", "O", "C", "C", "C"], "positions_angstrom": [[2.269275, -7.178710, 3.375437], [-3.796385, 3.201070, 2.454177], [-3.169175, 2.190250, -8.398533], [1.215075, 4.670380, -3.294773], [2.672275, 4.079510, -4.491963], [-2.923035, 2.811150, 1.931377], [2.165255, 6.083340, -5.058263], [-4.547195, -2.020910, -3.815793], [4.599985, 7.194390, -2.140933], [-3.862685, 1.208710, -5.946553], [1.873255, -1.365020, -2.746563], [-3.943155, 1.348580, 4.277417], [1.763245, -5.529720, -5.277533], [-3.097295, 1.984280, -5.974513], [-2.456845, 6.562480, 0.235357], [-2.611615, 7.295270, 1.027287], [-1.330155, -7.361430, 2.910937], [2.236605, -0.547290, -1.115373], [8.088135, 4.759700, 0.802137], [1.598475, 2.460800, -0.129303], [-2.719595, 0.633590, 3.971227], [1.967945, 6.788360, 2.389367], [-0.579375, 5.714630, -1.260073], [0.388645, -7.453860, -3.422473], [-1.377255, -5.337850, 2.155797], [1.315435, -7.139120, -1.573143], [3.258345, 0.149320, 4.278487], [1.462395, 2.770030, 0.907017], [5.622105, 0.611920, 4.060157], [1.217195, -6.937710, -2.937503], [-1.137985, -0.170910, 5.081247], [-0.207235, -5.743970, 0.840707], [0.077465, -3.749940, -0.244063], [-2.543445, 2.195930, -7.349313], [0.901305, -5.083420, -4.781583], [-0.724625, 2.260730, -6.059183], [1.655185, -2.741200, 2.923517], [2.791745, -3.017920, 5.617087], [3.674565, -4.047930, 7.564757], [3.980875, -2.246070, 4.067467], [-1.973495, 2.912490, -1.647193], [4.517425, 2.086600, 1.093397], [-3.233175, 2.400540, -0.487613], [-0.489445, 3.292010, -5.796003], [-3.302575, -0.319540, -0.061103], [3.213535, 6.576670, 1.190507], [0.299965, -5.736700, 3.901317], [5.905675, 0.819310, 3.028327], [-5.219845, -1.068820, -2.710313], [0.352605, -5.116010, -2.656863], [1.584455, -9.105300, -1.833593], [-5.468135, -0.742940, 1.722467], [6.516925, 3.196480, 0.809787], [-2.814185, -3.675030, -3.816873], [-4.690655, 2.083030, 3.092237], [3.720105, 5.664380, -5.640813], [1.268605, 3.980240, -4.030253], [-6.063415, -0.908220, 3.826077], [-7.008785, -2.147490, -2.212233], [-1.525355, -1.571060, -2.508683], [3.631265, 3.592210, -2.589343], [-4.385505, 3.816650, 1.774397], [2.646695, 2.409930, -0.423863], [-5.918765, 0.135910, -3.256933], [-6.735525, -0.263300, -3.696993], [-3.562175, -4.367640, -4.202743], [-6.171555, 0.820710, -2.558913], [-7.230365, -2.222630, 3.367077], [1.251755, -0.611920, 0.906217], [-4.280365, -3.222750, 3.325727], [-2.046345, 0.206740, 1.052037], [2.053325, -1.908460, 3.333567], [5.234635, 2.769590, 1.548637], [1.608805, -1.220550, -1.699053], [-1.676245, -1.079630, -0.181553], [-0.257755, -2.864360, -2.475543], [-0.188345, -3.317530, 0.720547], [-2.091195, 0.329920, 5.250567], [-1.903305, 1.274000, 5.761947], [1.206565, -5.459830, -3.240523], [4.687445, -3.970790, 7.960017], [-2.218585, -3.385190, -4.682523], [-0.744915, 6.257860, -2.095293], [2.309125, -0.247280, 5.676947], [-3.630055, 2.046580, 5.053867], [-0.079785, -8.645250, -1.239153], [5.614135, 2.210660, 2.817047], [1.076955, 3.269310, -0.641583], [-4.967855, 1.492170, 2.219237], [0.253965, 1.438380, -2.742283], [-1.586365, 0.497340, -5.441973], [-4.717635, 0.778330, 4.790357], [2.718545, -5.086830, -2.088153], [-1.757245, 0.915850, -0.881643], [-3.016375, 6.923950, -0.627403], [7.307625, 3.107170, -1.046643], [6.531905, 5.353520, 1.055237], [-4.395995, -0.826320, -2.039083], [-1.234775, 2.292310, -7.334183], [0.398285, 5.462990, -1.291023], [3.450185, -5.114450, 7.581587], [3.774515, 4.305760, -3.400773], [-0.344285, -7.564710, 2.993667], [3.970125, -0.601030, 5.788447], [-1.824165, 1.546410, -5.265903], [-4.257715, -2.427080, 2.180347], [1.373805, 6.217390, 0.548767], [4.769005, 4.356770, -3.844053], [2.148315, 4.985380, -6.314133], [1.045295, 0.438720, 1.110247], [3.172985, -3.423730, 8.304277], [2.387085, -3.901750, 5.123937], [0.420675, -2.417370, 0.803717], [6.871655, 0.426410, 2.711127], [-3.466715, 3.894010, 3.228287], [1.115365, 3.050900, -3.665643], [-2.703935, 5.516790, 0.418607], [-6.645255, 2.267610, 3.956717], [2.368395, -5.599890, 2.669267], [1.205195, -1.404830, 3.550697], [-1.878805, 1.715760, -4.190523], [-0.880595, 6.502310, -0.062873], [3.963335, -3.323970, 6.394817], [2.153285, -7.283610, -3.375873], [2.291565, 6.140360, 1.574837], [1.958175, -6.899440, 1.582817], [2.739445, 5.236170, -5.433353], [0.849105, 1.224570, -0.126123], [-0.063095, 5.212990, 1.465247], [2.485855, 5.107870, 1.865197], [0.266965, -4.104520, 1.772717], [-0.328225, -5.389250, 1.864247], [-5.584625, -3.617240, 5.111047], [-5.612215, -1.750610, 2.112247], [-6.335985, -2.188650, 1.424947], [-2.177785, 2.327820, -0.750243], [-0.025195, -5.534620, -5.136733], [2.013955, -2.592770, 6.251437], [-4.160635, -2.855450, 1.182767], [-6.142775, -1.758750, -1.676503], [-5.459415, 3.226810, 4.387407], [5.956475, 2.341070, -0.840683], [1.017925, -4.019940, -4.990163], [1.418475, -8.787280, -0.247463], [5.640295, 6.195780, -2.831413], [7.294355, 4.519700, 2.345397], [5.093765, 0.335100, 2.485707], [-2.707745, -0.309820, 5.881987], [-3.443255, 2.977450, -5.688123], [-5.862935, 2.780640, 3.576107], [-6.384555, -1.026540, -0.906103], [0.247425, -0.931410, -1.606113], [-0.133205, 7.108470, 1.569677], [4.588435, 3.601640, 1.828307], [2.797405, 3.194370, -5.115633], [-2.196225, -4.333100, -3.205983], [1.958195, 0.817700, 1.569687], [3.015055, -1.959410, 4.483527], [3.148685, -0.589820, 5.072057], [0.359635, -6.292710, 2.965697], [-5.373215, -2.977040, 4.052777], [0.170875, 1.649250, -6.169983], [-0.461475, -1.798330, -2.576503], [-0.128135, 0.785390, -1.496703], [4.737345, 6.116440, -2.226033], [-3.520165, -1.624840, 2.203637], [2.273745, -4.566480, -2.830783], [0.991985, -8.452140, -1.192923], [3.570745, 5.605810, -2.915793], [1.894135, -2.158540, -1.222753], [-0.567195, 7.463460, -0.470383], [-0.162175, -1.615910, -3.608613], [-5.640285, -2.592040, -1.185363], [-1.255425, -3.108410, 0.795977], [7.143655, 4.476520, 1.266727], [-5.324895, -2.727820, -4.104863], [2.954785, -4.564580, -3.576623], [-1.610955, 2.860780, 0.013157], [7.267835, 2.424110, 0.976167], [0.145925, 0.444090, 1.726047], [0.075185, 6.194950, 1.012767], [-0.201025, -8.145070, 3.807767], [-4.132275, -1.385250, -4.598023], [4.965225, 5.608460, -1.288943], [6.383285, 3.238730, -0.661423], [-3.414695, -2.717880, -3.120423], [-6.186525, -1.914100, 3.424647], [1.829165, -6.545010, 2.605487], [-2.228425, -0.167460, 0.044607]], "forces_ev_per_angstrom": [[0.11, -0.35, -0.34], [-0.32, -0.25, 0.57], [0.71, 0.27, 1.40], [-0.56, 0.02, 0.35], [0.18, 0.06, -0.10], [0.01, -0.10, 0.16], [0.06, 0.07, 0.49], [0.27, 0.76, 2.66], [-0.72, -0.04, 0.82], [-0.22, 0.50, -0.15], [0.68, 0.52, -0.04], [0.02, 0.25, -0.87], [-0.16, -0.27, -0.60], [0.83, -0.32, -0.13], [2.66, -0.31, -0.28], [-0.28, -0.52, 0.36], [-0.27, -0.40, 0.18], [0.18, 0.58, -0.66], [0.16, -0.69, -0.17], [-1.57, 1.27, 1.10], [-0.91, -0.21, 0.81], [0.09, -0.32, 0.46], [-0.69, -1.81, -0.34], [-0.28, 0.05, 0.13], [-0.37, 0.31, -0.24], [-0.52, 0.61, 1.61], [0.44, 0.10, 0.12], [0.91, 0.35, 0.22], [0.77, 0.14, 0.12], [1.89, 0.41, -1.29], [-0.11, 0.02, -0.24], [-0.30, -1.09, 0.09], [-0.28, -0.27, -0.28], [-2.52, -0.89, -2.88], [1.16, -1.42, 1.79], [0.77, 0.05, 1.37], [0.69, -0.93, 0.28], [-0.55, 0.39, -0.68], [2.67, 1.22, 1.41], [0.12, 0.12, -0.28], [-0.11, -0.37, -0.30], [0.45, -0.50, -0.92], [0.04, -0.19, -0.13], [0.16, -0.19, 0.60], [0.00, 0.10, -0.23], [0.18, -0.20, 0.05], [0.00, 0.15, 0.22], [-2.14, 0.67, -0.94], [0.37, -0.13, 0.90], [-0.52, 0.19, 0.07], [-0.54, -0.47, -0.66], [-0.23, 0.25, 0.41], [0.82, -0.52, -0.95], [0.43, -3.13, -1.95], [1.57, 0.57, -0.71], [0.10, -0.50, -0.28], [1.23, 0.21, 0.12], [-0.36, -0.42, 1.41], [-0.38, 0.06, 0.41], [-0.07, -0.46, -0.07], [0.53, -0.39, 0.13], [-0.11, -0.25, -0.15], [-0.03, -0.38, -0.09], [1.46, -1.57, -0.69], [-0.46, 0.62, -0.07], [-0.20, -0.32, -0.39], [-0.13, -0.29, 0.14], [0.05, 0.27, 0.51], [-0.16, 0.03, -0.30], [0.90, -0.82, -0.45], [0.01, -0.35, 0.40], [-0.11, 0.40, 0.46], [0.66, -0.31, 1.52], [2.52, -0.67, 0.45], [-0.14, 0.17, 0.17], [0.03, 0.11, 0.84], [0.74, 0.14, 0.10], [0.00, 0.21, -0.88], [0.07, 0.01, 0.19], [-3.10, 2.22, -1.61], [0.18, -0.75, 0.67], [0.20, 0.55, -0.15], [-0.17, -0.09, -0.08], [-0.50, -0.34, -0.09], [-0.31, 0.87, -0.20], [0.03, -0.11, -0.05], [0.55, 0.66, 0.70], [0.11, -0.27, -0.80], [-0.03, -0.84, 0.42], [-0.38, 1.27, 0.48], [-0.58, -0.28, 0.16], [0.15, -0.91, -0.05], [0.53, 0.34, 0.64], [2.37, -0.26, -0.64], [0.31, -0.14, -0.16], [0.28, 0.37, -0.16], [-0.51, -0.08, -0.17], [0.52, 0.86, -0.56], [0.07, 0.38, -2.26], [0.20, 0.23, 0.14], [-0.69, 0.16, -0.78], [-1.21, 0.07, -0.89], [-0.60, 0.34, -0.64], [0.30, 0.26, -0.29], [0.27, 0.24, 0.78], [-0.52, 1.68, -1.81], [0.08, 0.17, -1.59], [0.14, -1.03, -0.10], [0.54, -0.07, -0.43], [0.30, -0.46, -1.00], [-1.02, -0.28, -0.22], [0.04, -0.40, 0.15], [-0.40, 0.26, -0.13], [0.13, 0.40, 0.12], [0.21, -0.04, 0.15], [-0.23, 0.07, 0.37], [-0.62, 0.22, 0.52], [0.08, -0.74, -0.29], [0.09, 0.15, -0.02], [0.03, 0.43, 0.63], [0.42, 0.10, -0.10], [-1.15, 1.05, -3.52], [-1.78, 0.32, -2.06], [0.19, -0.75, -0.45], [1.04, 0.73, 0.08], [-0.12, -0.40, 0.19], [-1.01, 1.33, -0.76], [0.14, -0.80, -0.57], [-0.67, 0.05, 0.74], [-0.09, -0.12, 0.43], [0.24, -0.14, 1.53], [0.72, -0.45, 0.33], [0.57, 2.32, -3.65], [-0.24, 0.12, -3.12], [0.59, -0.44, -0.58], [-0.19, 0.04, 0.20], [0.10, 0.25, -0.11], [-0.19, -0.18, 0.42], [0.62, -1.33, 0.48], [0.52, -0.54, -1.04], [-0.55, 0.90, 0.37], [-0.36, -0.21, -0.70], [-0.53, 0.04, 0.38], [-0.37, 1.01, 0.56], [0.16, -1.13, -0.52], [0.09, -0.31, 0.07], [0.19, -0.84, -0.41], [-0.19, -0.02, -0.11], [-0.29, -0.18, 0.54], [0.45, 0.49, 0.78], [-0.37, -0.04, -0.14], [-2.67, 1.50, 0.76], [0.40, -0.50, 1.68], [0.29, 0.48, -0.06], [0.71, -0.36, 0.44], [0.22, 0.39, 0.46], [-0.46, 0.13, 0.44], [0.14, -1.07, -0.17], [0.04, 0.56, 0.31], [0.63, 0.38, -1.64], [-0.55, -2.56, 4.88], [0.27, 0.26, 0.65], [-0.97, 1.08, -0.05], [-0.24, -4.42, -0.19], [-0.65, 0.96, -0.72], [0.48, -0.26, 0.72], [0.60, -1.18, 0.30], [1.01, -0.96, -0.43], [0.89, 0.88, 1.14], [-0.53, -0.52, 0.01], [-0.25, 0.95, 1.06], [0.22, 0.53, -0.15], [0.06, -0.16, -0.04], [-0.19, 0.08, -0.11], [-0.30, 1.49, 0.94], [0.39, -0.29, -0.55], [0.40, 0.15, -0.18], [-0.01, -0.14, 0.39], [-0.14, -0.40, 0.73], [0.02, 0.40, 0.29], [-0.99, 0.41, 0.47], [0.20, 0.26, 0.13], [-0.22, -0.27, -0.27], [-0.17, 0.00, -0.03], [-0.96, -0.39, 0.27], [-2.72, 3.49, 1.24], [-1.25, 1.22, 1.19], [-0.20, 0.96, 0.61], [0.28, 1.36, -0.42]], "relative_energy_kcal_mol": 44.0, "e_tot_ev": -101896.7727, "charge": 1, "e_lumo_ev": [-1.904, -6.914], "homo_energy_ev": [-10.923, -10.921], "gap_ev": [9.019, 4.008], "spin_multiplicity": 2}


[2]
{"formula": "C2H4ClOPS", "method": "ωB97M-V with the def2-TZVPD basis set", "elements": ["H", "H", "H", "O", "Cl", "C", "P", "S", "H", "C"], "positions_angstrom": [[2.346584, 0.129036, 0.941636], [2.644905, -1.574193, 0.964003], [-0.332437, 0.475201, -1.603781], [-2.836302, 1.700273, -0.379907], [-2.826224, -1.228042, 0.033245], [2.019216, -0.846796, 0.426763], [-2.115846, 0.712233, 0.419646], [0.681495, -1.067457, -0.395665], [0.520992, 1.185304, 0.090585], [-0.102387, 0.514442, -0.496528]], "forces_ev_per_angstrom": [[-0.96, -0.93, -1.53], [-0.68, -0.65, -1.04], [0.17, 1.31, 1.22], [-0.18, 0.28, -0.89], [-0.05, -0.58, -0.44], [2.02, 1.41, 3.22], [0.73, 0.23, 1.61], [-0.81, 1.01, -0.12], [-0.22, 0.62, -0.84], [-0.01, -2.71, -1.18]], "relative_energy_kcal_mol": 68.8, "e_tot_ev": -36830.6521, "e_lumo_ev": [-1.871, -1.864], "homo_energy_ev": [-8.008, -8.011], "gap_ev": [6.137, 6.147]}